[1]
The following is a quantum chemistry calculation of 9 unconnected molecules or ions with the total composition C62H59FN5O19P2, from the Open Molecules 2025 dataset.

```
148
Properties=species:S:1:pos:R:3:forces:R:3
C -0.135 3.212 0.933 -0.0098 -0.3315 0.0335
C 0.028 2.716 -0.299 0.2393 0.0235 0.1303
C -1.066 2.178 -1.191 0.4121 -1.2789 -0.1150
C -2.038 1.213 -0.542 -0.0095 -0.0762 0.8867
N -1.911 -0.259 -0.892 -0.9115 0.2051 -0.3321
P -1.813 -0.615 -2.699 0.2090 0.2248 0.0800
N -2.576 -2.113 -2.688 -0.2349 0.0148 -0.3278
O -0.320 -1.233 -2.835 0.2948 0.0367 0.3287
C -2.957 -0.759 -0.184 -0.0423 -0.5028 -0.0586
N -2.993 -2.049 0.122 0.5125 0.6752 -0.3236
F -4.128 -2.496 0.729 0.0594 0.0670 -0.0052
P -1.737 -3.303 -0.120 -0.0627 -1.4796 0.4168
N -2.341 -4.626 -0.621 0.1545 0.2003 -0.0243
N -3.945 0.129 0.173 1.2286 0.1315 0.1103
C -3.562 1.406 -0.518 0.0311 0.6897 -0.1343
C -3.897 2.650 0.265 -0.0465 -0.1045 0.2248
C -4.119 2.708 1.565 0.0447 -0.0400 0.2808
C -4.248 1.502 -1.912 0.0295 -0.3869 -0.0916
C -5.286 0.425 -2.280 0.0056 -0.0149 -0.2695
C -6.719 0.790 -1.865 0.1829 0.1869 -0.3165
C -7.062 0.669 -0.409 0.3223 -0.2729 0.0810
O -7.357 1.605 0.278 -0.1582 0.5256 0.2734
O -7.004 -0.586 0.061 -0.3889 0.0032 -0.1251
C -7.500 -0.743 1.405 -0.0339 -0.4456 0.3406
C -6.420 -0.520 2.445 0.0562 -0.0385 0.1974
H 0.393 4.101 1.260 0.9344 -0.7567 0.3871
H -0.778 2.732 1.669 -0.9652 0.7567 -0.3616
H 1.006 2.705 -0.781 -0.4325 1.3064 -0.1902
H -1.561 3.053 -1.616 -0.0298 -0.2312 -0.0761
H -0.553 1.665 -2.015 -0.2441 0.2187 -0.2035
H -1.811 1.202 0.532 0.2173 0.1509 -0.0555
H -3.571 -2.056 -2.880 0.0338 -0.1531 -0.0469
H -2.143 -2.796 -3.303 0.0043 -0.0593 0.1520
H 0.365 -0.606 -2.554 0.0250 -0.0927 -0.2339
H -0.824 -2.675 -0.942 -0.1185 0.6396 0.0415
H -1.157 -3.318 1.153 0.0621 0.2481 0.0960
H -2.194 -5.382 0.039 -0.2513 -0.0801 -0.0951
H -3.940 0.233 1.187 -0.6871 -0.0566 -0.0005
H -3.921 3.566 -0.315 -0.3015 -0.1319 -0.1237
H -3.917 1.874 2.232 -0.3556 -0.0744 -0.0054
H -4.498 3.606 2.037 0.3356 0.0750 -0.0018
H -3.465 1.505 -2.674 -0.0245 0.0441 0.0503
H -4.762 2.461 -1.998 0.1676 0.0348 0.0805
H -5.303 0.351 -3.372 0.0491 0.0621 0.0386
H -5.013 -0.575 -1.929 -0.0952 0.0813 0.1451
H -6.864 1.847 -2.100 -0.1314 -0.0952 -0.0668
H -7.431 0.219 -2.464 0.0011 -0.1124 0.1724
H -8.353 -0.093 1.593 0.1006 0.1394 -0.2292
H -7.870 -1.768 1.463 0.1881 -0.0001 -0.2099
H -6.658 -1.117 3.330 0.0040 0.2116 0.0624
H -6.317 0.529 2.726 -0.0663 -0.0424 -0.0366
H -5.456 -0.875 2.084 -0.1044 -0.1369 -0.0614
C -1.454 -0.625 5.720 -0.0173 0.0197 -0.0092
C -1.895 -1.494 6.628 -0.0340 0.0191 -0.0459
C -2.955 -2.489 6.304 0.0625 -0.0133 -0.0340
O -3.362 -3.275 7.125 -0.0154 0.0245 0.0229
C -3.502 -2.480 4.916 0.0865 0.0125 0.0877
C -3.051 -1.609 4.021 -0.1008 -0.1145 -0.0560
C -2.002 -0.621 4.348 0.0299 0.0651 -0.1005
O -1.620 0.159 3.492 -0.0311 0.0224 -0.0257
H -0.686 0.107 5.934 0.0034 -0.0002 -0.0001
H -1.511 -1.524 7.640 0.0035 -0.0438 -0.0121
H -4.269 -3.213 4.695 -0.0037 -0.0019 0.0227
H -3.424 -1.573 3.005 -0.0332 -0.0407 0.0055
C -4.337 4.566 -5.270 -0.0165 0.0294 0.0239
C -3.305 4.128 -4.555 0.0080 -0.0289 0.0005
C -2.484 5.059 -3.744 0.0938 0.0154 0.0094
O -1.539 4.662 -3.089 -0.0669 -0.0129 -0.0945
C -2.853 6.492 -3.753 0.1031 0.0133 0.0541
C -3.885 6.933 -4.461 -0.0842 0.1168 -0.0740
C -4.709 6.009 -5.279 -0.0491 -0.0897 -0.0628
O -5.650 6.405 -5.929 0.0538 -0.0100 0.0137
H -4.951 3.912 -5.876 -0.0023 0.0226 -0.0180
H -3.010 3.085 -4.534 0.0279 0.0416 -0.0216
H -2.235 7.146 -3.151 0.0074 -0.0157 0.0034
H -4.175 7.977 -4.484 -0.0165 -0.0147 -0.0117
C 3.095 5.008 -4.934 -0.0142 -0.0307 -0.0213
C 3.049 4.335 -3.787 -0.0364 0.0267 -0.0016
C 2.127 3.188 -3.612 -0.0924 -0.1467 0.0058
O 2.078 2.561 -2.569 0.1372 -0.0098 -0.2488
C 1.261 2.815 -4.755 0.0372 0.0613 0.0045
C 1.310 3.477 -5.906 -0.0410 -0.0565 -0.0022
C 2.233 4.626 -6.084 -0.0246 -0.0234 -0.1242
O 2.271 5.225 -7.139 0.2346 -0.0837 0.2327
H 3.758 5.849 -5.091 -0.0012 -0.0022 -0.0163
H 3.671 4.586 -2.937 -0.0088 -0.0097 0.0096
H 0.595 1.976 -4.596 -0.0217 -0.0169 0.0133
H 0.690 3.231 -6.758 -0.0100 0.0511 -0.0041
C 4.563 -3.745 -0.429 -0.0519 -0.1291 0.0045
C 3.564 -4.273 0.276 -0.0743 -0.0053 -0.0334
C 2.188 -4.336 -0.253 0.0486 -0.0321 -0.0091
O 1.280 -4.814 0.405 -0.1801 0.1740 0.0005
C 1.946 -3.795 -1.613 -0.0213 0.0238 -0.0126
C 2.935 -3.265 -2.328 -0.0030 0.0003 0.0865
C 4.326 -3.197 -1.790 -0.0353 -0.0149 -0.0021
O 5.214 -2.709 -2.450 0.0030 0.0214 -0.0029
H 5.566 -3.693 -0.025 -0.1125 0.0317 -0.2177
H 3.712 -4.673 1.270 0.1155 0.0013 -0.0140
H 0.932 -3.863 -1.990 0.0045 -0.0531 -0.0043
H 2.786 -2.865 -3.324 0.0381 -0.0130 -0.0099
C 1.330 -4.543 4.563 0.0059 0.0367 0.0014
C 2.431 -4.753 3.848 0.0184 -0.0121 -0.0177
C 3.762 -4.321 4.350 0.0799 -0.0009 0.1436
O 4.777 -4.507 3.706 -0.1319 -0.0239 -0.0787
C 3.815 -3.656 5.675 -0.1626 0.2207 -0.1412
C 2.711 -3.446 6.387 -0.0282 -0.0093 -0.0089
C 1.381 -3.869 5.888 0.0457 -0.0683 -0.0296
O 0.366 -3.673 6.523 -0.0258 0.0780 -0.0212
H 0.349 -4.848 4.220 -0.0056 -0.0191 0.0218
H 2.401 -5.239 2.882 -0.0189 -0.0229 0.0107
H 4.794 -3.352 6.014 -0.0132 -0.0139 -0.0038
H 2.727 -2.962 7.356 -0.0061 -0.0035 0.0036
C 9.213 -0.202 1.991 -0.0124 -0.0164 0.0101
C 8.481 -0.951 1.171 0.0104 0.0144 0.0203
C 7.648 -2.059 1.695 -0.0652 -0.1162 0.0671
O 6.981 -2.752 0.953 0.2490 0.1617 0.0570
C 7.648 -2.307 3.156 0.0611 0.0474 0.1055
C 8.382 -1.559 3.975 -0.0058 0.0118 -0.0184
C 9.222 -0.446 3.459 -0.0102 -0.0185 -0.0249
O 9.886 0.238 4.204 -0.0033 0.0094 0.0067
H 9.834 0.613 1.641 0.0102 0.0028 0.0210
H 8.457 -0.798 0.100 -0.0094 -0.0178 -0.0036
H 7.024 -3.121 3.507 -0.0278 -0.0047 -0.0617
H 8.406 -1.717 5.046 0.0184 0.0160 0.0031
C 0.068 8.463 -8.255 -0.0510 -0.0098 -0.0138
C 0.022 7.208 -7.818 -0.0938 0.0512 0.0596
C -1.188 6.372 -8.009 -0.0201 -0.0802 -0.0025
O -1.233 5.225 -7.602 -0.0345 0.0859 0.0794
C -2.347 6.980 -8.709 -0.0172 -0.0114 -0.0023
C -2.303 8.235 -9.147 0.0238 -0.0040 0.0243
C -1.090 9.078 -8.955 -0.0274 -0.0903 -0.0145
O -1.054 10.219 -9.355 0.0059 0.0588 0.0004
H 0.939 9.094 -8.130 -0.0069 0.0154 -0.0073
H 0.847 6.730 -7.308 -0.0318 0.0877 -0.1002
H -3.217 6.347 -8.839 0.0361 0.0087 0.0099
H -3.133 8.705 -9.660 0.0153 0.0163 -0.0003
C 6.276 -8.235 8.637 0.0009 0.0047 -0.0167
C 5.870 -6.969 8.618 -0.0004 -0.0132 -0.0031
C 5.988 -6.147 7.391 0.0224 -0.0154 -0.0426
O 5.619 -4.989 7.369 0.1170 -0.0950 0.1504
C 6.569 -6.781 6.182 0.0104 -0.0176 0.0066
C 6.975 -8.047 6.199 -0.0094 0.0027 0.0090
C 6.860 -8.877 7.429 -0.0042 0.0275 0.0002
O 7.227 -10.030 7.444 -0.0022 -0.0058 -0.0007
H 6.204 -8.859 9.519 0.0096 -0.0165 -0.0094
H 5.442 -6.479 9.483 0.0019 0.0170 -0.0073
H 6.638 -6.155 5.300 -0.0195 0.0128 0.0077
H 7.403 -8.536 5.333 0.0042 -0.0197 0.0118
```
Forces are in eV/Å.

Values from the calculation:
net charge: +1
HOMO-LUMO gap: 7.50 eV
E_LUMO: -3.571 eV

Results of the Löwdin charge analysis, in e, for atoms 1 through 6: number 1, C, carries 0.03; number 2, C, carries -0.14; number 3, C, carries -0.14; number 4, C, carries -0.24; number 5, N, carries -0.06; number 6, P, carries 0.90

***

[2]
The following is a quantum chemistry calculation of 3 unconnected molecules or ions with the total composition C3H8NO2S, from the Open Molecules 2025 dataset.

```
15
Properties=species:S:1:pos:R:3:forces:R:3
C 0.620 0.558 -0.537 0.3029 -4.1381 -0.2950
C 0.470 -0.587 0.451 1.9110 1.2728 -4.1368
S 3.192 -1.378 -1.504 -0.2311 0.0131 -0.3120
C 0.070 0.890 0.969 -4.7960 2.0521 3.6349
N -1.410 1.067 0.730 3.7478 0.3454 1.1786
O 0.632 1.310 1.993 0.0175 0.0567 -1.9167
H 1.561 0.862 -1.041 0.0155 -0.0554 1.4161
H -0.255 0.618 -1.143 -0.3898 0.2420 -0.4133
H 1.333 -1.216 0.657 0.3433 0.9979 0.8588
H -0.445 -1.105 0.377 -1.6362 -0.4448 -0.1869
H 3.362 -0.704 -0.373 0.1668 0.2028 0.3781
H -2.898 -1.589 -1.174 -0.3096 -0.3851 -0.1536
H -1.897 1.926 0.979 0.5585 -0.4935 0.3286
H -1.930 0.284 0.311 -0.5044 -0.5051 -0.9938
O -2.406 -0.938 -0.692 0.8039 0.8391 0.6131
```
Forces are in eV/Å.

Values from the calculation:
net charge: -1
HOMO-LUMO gap: 4.09 eV
E_LUMO: 0.305 eV

Results of the Löwdin charge analysis, in e, for atoms 1 through 6: number 1, C, carries 0.01; number 2, C, carries 0.01; number 3, S, carries -0.12; number 4, C, carries -0.52; number 5, N, carries 0.16; number 6, O, carries 0.09

***

[3]
The following is a quantum chemistry calculation of a molecular structure, C11H13ClO3PbS, from the Open Molecules 2025 dataset.

```
30
Properties=species:S:1:pos:R:3:forces:R:3
C 1.437 -2.044 0.355 -0.5749 -0.8574 0.1326
C 1.067 -2.310 -1.010 0.1070 -0.3120 0.5980
C -0.340 -2.475 -1.056 0.2571 -0.1684 0.2048
H 1.762 -2.441 -1.855 -0.4201 0.2657 0.5097
C -0.871 -2.290 0.244 0.5809 -0.3754 0.4082
C 0.215 -2.030 1.135 0.4717 -1.0749 -0.4535
H 0.157 -1.979 2.238 -0.0113 0.2273 -0.8617
H 2.469 -1.983 0.752 -0.7893 0.1224 -0.3259
H -0.916 -2.789 -1.936 0.2589 0.4484 0.3577
H -1.927 -2.424 0.528 0.6488 0.3361 -0.1618
Pb 0.697 0.551 0.073 -1.8324 -1.0643 -1.9802
Cl 3.091 1.150 -0.199 2.2607 0.6949 -0.0673
C -0.601 2.120 -1.635 -0.8034 -0.6429 -1.1759
C -1.860 1.422 -1.412 1.0292 0.2085 -1.0293
C -1.866 0.262 -2.239 0.6777 0.9652 -0.1471
H -2.684 1.783 -0.788 0.4639 -0.2882 -0.0608
C -0.643 0.224 -2.989 -0.3619 0.9579 0.4186
C 0.136 1.369 -2.648 -1.2315 0.1383 0.3833
H 1.085 1.671 -3.103 -0.3081 -0.2190 0.3452
H -0.330 3.107 -1.238 -0.0915 -0.5712 -0.1005
H -2.693 -0.439 -2.351 0.3116 0.0723 0.2293
H -0.386 -0.522 -3.745 0.0141 0.1577 0.4044
C 1.137 0.867 3.198 -0.4500 0.9788 0.6465
S -0.334 1.659 2.585 -0.8505 -2.0273 -1.9698
O -1.092 2.227 3.673 0.3231 0.4773 0.3149
O 0.194 2.597 1.555 -0.6506 -0.1450 1.1389
O -1.009 0.466 1.946 0.1478 2.2837 1.3919
H 1.741 1.711 3.534 0.2903 -0.4376 0.4044
H 1.655 0.310 2.418 -0.0938 -0.0043 0.2119
H 0.712 0.230 3.971 0.6264 -0.1464 0.2334
```
Forces are in eV/Å.

Values from the calculation:
net charge: -2
HOMO-LUMO gap: 5.76 eV
E_LUMO: 5.279 eV

Results of the Löwdin charge analysis, in e, for atoms 1 through 6: number 1, C, carries -0.34; number 2, C, carries -0.24; number 3, C, carries -0.22; number 4, H, carries 0.07; number 5, C, carries -0.21; number 6, C, carries -0.30

***

[4]
The following is a quantum chemistry calculation of a molecular structure, C26H30GaI2OPS, from the Open Molecules 2025 dataset.

```
62
Properties=species:S:1:pos:R:3:forces:R:3
Ga -0.748 0.057 -1.508 0.5940 0.1913 0.0224
C -2.210 -0.969 1.457 0.0266 0.0846 0.0845
C -1.080 -0.772 2.436 -0.1049 0.0614 0.0161
C -1.193 -1.288 3.722 0.0092 -0.0312 -0.0283
C -0.208 -1.073 4.675 0.0032 0.0022 0.0271
C 0.919 -0.329 4.361 0.0103 -0.0051 -0.0004
C 1.057 0.193 3.086 0.0162 -0.0502 -0.0067
C 0.068 -0.029 2.125 0.0407 -0.0517 -0.0184
P 0.216 0.796 0.530 0.0260 0.0592 -0.0207
C 1.977 1.135 0.259 0.0084 0.0514 0.0283
C 2.767 -0.020 0.370 0.0072 0.0205 -0.0228
C 4.132 0.027 0.167 0.0229 0.0022 -0.0046
C 4.724 1.242 -0.159 0.0179 -0.0116 0.0000
C 3.948 2.380 -0.283 -0.0235 0.0080 -0.0345
C 2.564 2.364 -0.085 -0.0454 0.0693 -0.0053
C 1.811 3.662 -0.248 0.0514 -0.0643 0.0429
C -0.889 2.216 0.599 -0.0515 -0.0082 0.0444
C -0.889 3.024 1.742 0.0203 -0.0288 -0.0038
C -1.800 4.050 1.874 -0.0352 0.0165 -0.0221
C -2.745 4.257 0.872 0.0122 0.0000 0.0250
C -2.767 3.445 -0.247 0.0116 0.0059 -0.0040
C -1.839 2.416 -0.416 -0.0611 0.0551 -0.0972
C -1.913 1.604 -1.697 -0.1666 -0.0553 -0.0100
H -2.924 -1.701 1.833 0.0078 0.0104 0.0011
H -1.846 -1.337 0.495 0.0191 -0.0712 -0.0779
H -2.757 -0.037 1.289 0.0321 -0.0049 -0.0195
H -2.073 -1.862 3.985 0.0090 0.0070 -0.0072
H -0.324 -1.485 5.669 -0.0011 0.0017 -0.0138
H 1.686 -0.154 5.103 -0.0108 0.0025 -0.0135
H 1.940 0.768 2.836 -0.0273 -0.0060 0.0209
H 2.303 -0.961 0.647 0.0096 -0.0021 -0.0104
H 4.732 -0.867 0.271 -0.0186 0.0079 -0.0058
H 5.794 1.300 -0.318 -0.0265 0.0003 0.0100
H 4.420 3.320 -0.543 -0.0104 -0.0200 0.0073
H 2.405 4.365 -0.830 0.0140 -0.0144 0.0140
H 1.618 4.124 0.722 -0.0247 -0.0110 -0.0076
H 0.852 3.540 -0.745 -0.0143 -0.0102 -0.0348
H -0.174 2.837 2.535 0.0061 -0.0127 -0.0082
H -1.789 4.677 2.755 -0.0044 -0.0070 -0.0139
H -3.473 5.050 0.971 0.0037 -0.0052 0.0052
H -3.517 3.609 -1.012 0.0196 0.0063 0.0017
H -1.490 2.155 -2.539 -0.0743 0.0895 -0.0030
H -2.941 1.358 -1.957 -0.0428 0.0461 -0.0033
I -1.227 -0.045 -5.050 -0.0589 -0.0546 0.0153
C 0.785 0.593 -5.009 -0.0370 0.0190 -0.0622
I 1.588 0.857 -3.050 -0.0714 -0.0897 0.1108
H 0.838 1.556 -5.501 0.0481 0.0133 -0.0167
H 1.394 -0.149 -5.508 0.0385 0.0030 -0.0064
O -0.552 -1.759 -1.714 -0.1841 -0.1226 0.4986
S -0.450 -3.056 -2.557 0.0355 -0.0222 -0.4197
C -1.999 -3.933 -2.192 -0.0089 -0.0967 -0.0271
C -1.618 -5.196 -1.415 0.0455 0.0467 0.0149
C -0.419 -4.814 -0.550 -0.0321 0.0333 -0.0399
C 0.549 -4.130 -1.508 -0.0129 -0.0205 0.0733
H -2.522 -4.110 -3.130 0.0059 -0.0080 0.0126
H -2.569 -3.227 -1.587 -0.0053 0.0080 0.0067
H -1.343 -5.993 -2.108 -0.0193 -0.0134 0.0101
H -2.466 -5.549 -0.830 -0.0100 0.0200 0.0014
H 0.046 -5.678 -0.078 0.0113 -0.0011 -0.0192
H -0.717 -4.119 0.239 0.0024 -0.0199 0.0094
H 1.026 -4.836 -2.192 -0.0136 -0.0111 0.0049
H 1.317 -3.502 -1.057 0.0104 -0.0114 -0.0199
```
Forces are in eV/Å.

Values from the calculation:
net charge: +2
HOMO-LUMO gap: 8.29 eV
E_LUMO: -5.858 eV

Results of the Löwdin charge analysis, in e, for atoms 1 through 6: number 1, Ga, carries 0.25; number 2, C, carries -0.04; number 3, C, carries -0.25; number 4, C, carries -0.02; number 5, C, carries -0.04; number 6, C, carries -0.05